# 1
Density functional theory data (ωB97M-V/def2-TZVPD) for 2 unconnected molecules or ions with the total composition C3H8NS at a distorted geometry.

Structure (XYZ):
```
13
Properties=species:S:1:pos:R:3
C 0.8238 0.6478 3.0447
S -0.8866 0.2754 2.3692
H 1.4221 0.5726 2.0935
H 1.1593 -0.1366 3.8158
H 0.7930 1.6659 3.5380
C -0.6559 -0.1546 -3.0818
C -0.0434 -0.4291 -1.9189
N -0.5400 -0.5270 -0.6816
H -1.6345 -0.6110 -3.1702
H -0.1027 -0.0361 -4.0215
H 1.0623 -0.4821 -1.8329
H -1.3754 0.0552 -0.3740
H -0.0222 -0.8405 0.2196
```

The charge is -1. The value obtained for the LUMO energy is 4.1 eV. As for the HOMO-LUMO gap: 6.6291 eV. For the HOMO energy, the calculation gives -2.6 eV.

Charges in e, computed with Löwdin, in the same order as the atoms: C -0.698; S 0.007; H -0.030; H -0.004; H -0.017; C -0.097; C -0.388; N -0.019; H 0.020; H 0.015; H 0.100; H 0.068; H 0.043

---

# 2
Density functional theory data (ωB97M-V/def2-TZVPD) for a molecular structure, C3H8NS at a distorted geometry.

Structure (XYZ):
```
13
Properties=species:S:1:pos:R:3
C 1.4302 1.4594 -0.0248
C 0.6477 0.4823 0.3990
C -0.2192 -0.2743 -0.4055
N -0.6669 -1.6531 -0.0110
S -2.2930 0.8224 -0.2364
H 2.0097 1.8833 0.6374
H 1.5094 1.8246 -1.0260
H 0.7987 0.2403 1.4097
H -0.2371 -0.0302 -1.5087
H 0.0721 -2.2821 0.3186
H -1.2626 -2.1148 -0.6775
H -1.3334 -1.5916 0.8552
H -2.4101 0.3644 -1.5501
```

The charge is +1. The value obtained for the LUMO energy (spin up / spin down) is -5.3 / -5.3 eV. As for the HOMO-LUMO gap (spin up / spin down): 8.1722 / 8.1727 eV. For the HOMO energy (spin up / spin down), the calculation gives -13.4 / -13.4 eV.

Charges in e, computed with Löwdin, in the same order as the atoms: C 0.115; C -0.233; C -0.316; N 0.159; S 0.555; H 0.030; H 0.095; H 0.108; H 0.129; H 0.175; H 0.153; H 0.197; H -0.168

---

# 3
Density functional theory data (ωB97M-V/def2-TZVPD) for a gas-phase ion, C3H8NS (charge +1) at a distorted geometry.

Structure (XYZ):
```
13
Properties=species:S:1:pos:R:3
C 1.4666 1.4938 0.0432
C 0.7163 0.4752 0.4483
C -0.2797 -0.2554 -0.3856
N -0.6787 -1.7512 0.0220
S -1.9880 0.6926 -0.2579
H 2.1359 1.9539 0.6839
H 1.3929 1.9967 -0.9505
H 1.0225 -0.0555 1.2936
H -0.0956 -0.2754 -1.4573
H -0.2123 -2.2974 -0.6732
H -1.7146 -1.8641 0.0691
H -0.3601 -1.9907 1.1010
H -1.4051 1.8776 0.0635
```

The charge is +1. Its SMILES is C=C[C@@H]([NH3+])S. The value obtained for the LUMO energy is -4.1 eV. As for the HOMO-LUMO gap: 9.8663 eV. For the HOMO energy, the calculation gives -13.9 eV.

Charges in e, computed with Löwdin, in the same order as the atoms: C 0.065; C -0.226; C -0.496; N 0.154; S 0.737; H 0.054; H 0.107; H 0.086; H 0.106; H 0.138; H 0.136; H 0.250; H -0.111

---

# 4
Density functional theory data (ωB97M-V/def2-TZVPD) for 2 unconnected molecules or ions with the total composition C3H8O at a distorted geometry.

Structure (XYZ):
```
12
Properties=species:S:1:pos:R:3
C 0.1062 -0.7711 -1.3649
C -0.9694 0.2001 -0.9904
C -0.7470 1.4314 -0.5678
H -0.2746 -1.4702 -2.1245
H 1.0484 -0.3849 -1.7389
H 0.2990 -1.3843 -0.4783
H -1.9846 -0.1750 -1.0283
H -1.5501 2.0949 -0.2522
H 0.2519 1.8515 -0.5302
H 0.4767 -0.8141 1.9207
H 1.4655 -1.1225 3.0511
O 1.2845 -0.4607 2.3521
```

The charge is -1. The value obtained for the LUMO energy (spin up / spin down) is 4.5 / 4.2 eV. As for the HOMO-LUMO gap (spin up / spin down): 3.1745 / 10.3579 eV. For the HOMO energy (spin up / spin down), the calculation gives 1.3 / -6.2 eV. The spin multiplicity is 2.

Charges in e, computed with Löwdin, in the same order as the atoms: C -0.246; C -0.336; C -0.097; H 0.048; H 0.058; H 0.005; H 0.071; H 0.033; H 0.043; H -0.081; H -0.063; O -0.435

---

# 5
Density functional theory data (ωB97M-V/def2-TZVPD) for 3 unconnected molecules or ions with the total composition C3H8O.

Structure (XYZ):
```
12
Properties=species:S:1:pos:R:3
H -0.1999 -0.3652 1.9647
H 0.2505 -0.2750 2.5515
C -1.6836 0.1064 -0.3336
C -0.9940 -0.5197 -1.2818
H -2.6019 -0.3050 0.0798
H -1.3561 1.0678 0.0566
H -0.0854 -0.0805 -1.6880
H -1.3175 -1.4754 -1.6882
C 1.9997 0.4558 0.0891
O 1.6261 1.3036 -0.6793
H 1.6022 -0.5773 0.0615
H 2.7599 0.6648 0.8677
```

Its SMILES is [H][H].C=C.C=O. The value obtained for the LUMO energy is 0.8 eV. As for the HOMO-LUMO gap: 10.9368 eV. For the HOMO energy, the calculation gives -10.1 eV.

Charges in e, computed with Löwdin, in the same order as the atoms: H 0.016; H 0.044; C -0.105; C -0.085; H 0.047; H 0.046; H 0.032; H 0.049; C -0.170; O -0.021; H 0.066; H 0.082

---

# 6
Density functional theory data (ωB97M-V/def2-TZVPD) for 2 unconnected molecules or ions with the total composition C3H8O at a distorted geometry.

Structure (XYZ):
```
12
Properties=species:S:1:pos:R:3
C -0.5577 1.1917 -1.0186
C 0.6063 0.2642 -0.9325
C 0.0738 -1.3048 1.1931
O 0.2519 -0.5514 2.2844
H -1.5161 0.5379 -0.9726
H -0.7235 1.9073 -0.2476
H -0.3486 1.7031 -2.0041
H 1.6510 0.6299 -0.7583
H 0.3232 -0.7047 -1.3048
H -0.8307 -1.6109 0.8364
H 0.8392 -1.9648 0.8867
H -0.5991 -0.3274 2.8212
```

The value obtained for the LUMO energy (spin up / spin down) is 0.8 / 0.8 eV. As for the HOMO-LUMO gap (spin up / spin down): 7.8705 / 8.1630 eV. For the HOMO energy (spin up / spin down), the calculation gives -7.1 / -7.4 eV.

Charges in e, computed with Löwdin, in the same order as the atoms: C -0.213; C -0.104; C -0.128; O -0.077; H 0.091; H 0.036; H 0.079; H 0.065; H 0.022; H 0.028; H 0.048; H 0.154

---

# 7
Density functional theory data (ωB97M-V/def2-TZVPD) for C3H8O in the gas phase at a distorted geometry.

Structure (XYZ):
```
12
Properties=species:S:1:pos:R:3
C -1.4986 0.1178 0.0029
C -0.0872 -0.4388 -0.2945
C 0.9798 0.4831 0.2331
O 2.2033 -0.2082 0.1430
H -1.5149 0.7472 0.9058
H -2.2319 -0.6744 0.1367
H -1.8666 0.7605 -0.8133
H 0.2910 -1.4814 0.0712
H 0.0516 -0.5332 -1.3766
H 0.7617 0.8310 1.2610
H 0.9409 1.3548 -0.4292
H 1.9072 -1.1507 0.1382
```

Its SMILES is CCCO. The value obtained for the LUMO energy is 1.1 eV. As for the HOMO-LUMO gap: 11.4655 eV. For the HOMO energy, the calculation gives -10.3 eV.

Charges in e, computed with Löwdin, in the same order as the atoms: C -0.099; C -0.257; C -0.326; O -0.082; H 0.070; H 0.063; H 0.077; H 0.130; H 0.109; H 0.119; H 0.122; H 0.076

---

# 8
Density functional theory data (ωB97M-V/def2-TZVPD) for 2 unconnected molecules or ions with the total composition C3H8O2.

Structure (XYZ):
```
13
Properties=species:S:1:pos:R:3
C 0.6083 0.3632 -1.0897
C 0.0786 -0.8278 -0.8642
C 0.5982 -1.8105 0.1306
H 0.2007 1.0440 -1.8177
H 1.4861 0.7016 -0.5625
H -0.7969 -1.1469 -1.4153
H 0.8455 -2.7491 -0.3645
H 1.4864 -1.4308 0.6301
H -0.1640 -2.0254 0.8797
O -1.1502 1.2976 1.3391
O -1.0197 2.6447 0.9043
H -0.6671 0.8154 0.6430
H -1.5058 3.1239 1.5870
```

Its SMILES is C=CC.OO. The value obtained for the LUMO energy is 1.2 eV. As for the HOMO-LUMO gap: 10.7378 eV. For the HOMO energy, the calculation gives -9.6 eV.

Charges in e, computed with Löwdin, in the same order as the atoms: C -0.027; C -0.250; C -0.106; H 0.065; H 0.072; H 0.102; H 0.074; H 0.076; H 0.077; O -0.105; O -0.092; H 0.029; H 0.086

---

# 9
Density functional theory data (ωB97M-V/def2-TZVPD) for C3H8O2 in the gas phase.

Structure (XYZ):
```
13
Properties=species:S:1:pos:R:3
O -0.8296 1.4588 0.3618
C -1.1444 0.0712 0.2577
C -0.1377 -0.5550 -0.7016
C 1.2787 -0.5609 -0.1120
O 1.7188 0.7335 0.2383
H -1.2320 1.8375 1.1513
H -2.1783 -0.0420 -0.0985
H -1.0530 -0.4202 1.2382
H -0.1472 0.0043 -1.6449
H -0.4601 -1.5785 -0.9320
H 1.2860 -1.2361 0.7652
H 1.9915 -0.9719 -0.8392
H 0.9073 1.2594 0.3157
```

Its SMILES is OCCCO. The value obtained for the LUMO energy is 0.8 eV. As for the HOMO-LUMO gap: 10.5450 eV. For the HOMO energy, the calculation gives -9.8 eV.

Charges in e, computed with Löwdin, in the same order as the atoms: O -0.082; C -0.246; C -0.171; C -0.279; O -0.075; H 0.106; H 0.117; H 0.125; H 0.121; H 0.118; H 0.114; H 0.113; H 0.039

---

# 10
Density functional theory data (ωB97M-V/def2-TZVPD) for C3H8O2 in the gas phase at a distorted geometry.

Structure (XYZ):
```
13
Properties=species:S:1:pos:R:3
O -0.5150 1.2802 1.7594
C -0.7427 1.0606 0.3983
C 0.2804 0.2689 -0.4058
C 0.0414 -1.2694 -0.2835
O 0.8684 -1.9577 -1.2296
H 0.0143 2.0741 1.9144
H -0.8889 2.0511 -0.0731
H -1.6811 0.5299 0.1989
H 1.3078 0.4909 -0.1129
H 0.3110 0.5106 -1.4716
H -0.9552 -1.5759 -0.5991
H 0.2092 -1.5201 0.7688
H 1.7503 -1.9432 -0.8642
```

Its SMILES is OCCCO. The value obtained for the LUMO energy is 0.9 eV. As for the HOMO-LUMO gap: 10.8699 eV. For the HOMO energy, the calculation gives -10.0 eV.

Charges in e, computed with Löwdin, in the same order as the atoms: O -0.058; C -0.299; C -0.172; C -0.254; O -0.076; H 0.094; H 0.118; H 0.116; H 0.109; H 0.113; H 0.116; H 0.120; H 0.073

---

# 11
Density functional theory data (ωB97M-V/def2-TZVPD) for 2 unconnected molecules or ions with the total composition C3H8O2.

Structure (XYZ):
```
13
Properties=species:S:1:pos:R:3
C 0.1117 0.9484 1.5847
C -0.5456 0.0939 0.8051
O 0.0952 -0.8769 0.1010
C -0.5585 -1.3129 -1.0827
H -0.4259 1.6930 2.1606
H 1.1950 0.9146 1.6627
H -1.6313 0.1241 0.6876
H -0.0452 -2.2220 -1.4040
H -1.6156 -1.5467 -0.8935
H -0.4771 -0.5493 -1.8660
O 1.4399 1.5397 -1.1569
H 0.6342 1.7911 -0.6914
H 1.6586 0.6944 -0.7448
```

Its SMILES is C=COC.O. The value obtained for the LUMO energy is 1.0 eV. As for the HOMO-LUMO gap: 10.3546 eV. For the HOMO energy, the calculation gives -9.4 eV.

Charges in e, computed with Löwdin, in the same order as the atoms: C 0.016; C -0.265; O -0.163; C -0.082; H 0.061; H 0.072; H 0.121; H 0.093; H 0.090; H 0.090; O -0.065; H 0.011; H 0.021

---

# 12
Density functional theory data (ωB97M-V/def2-TZVPD) for 2 unconnected molecules or ions with the total composition C3H8O2PS at a distorted geometry.

Structure (XYZ):
```
15
Properties=species:S:1:pos:R:3
C -1.7768 0.6577 1.2625
C 1.5702 -1.2711 -0.3745
C -2.1359 0.7752 -0.2314
O 3.3091 1.0280 0.2886
O 3.5745 0.0342 -2.0400
P 2.9332 -0.0497 -0.6827
S -1.3664 -0.5201 -1.2013
H -0.7043 0.6096 1.3689
H -2.2682 1.3677 1.8476
H -2.0939 -0.3048 1.6131
H 1.8090 -1.8111 0.5807
H 0.5587 -0.7562 -0.4403
H 1.6072 -2.1190 -1.0231
H -1.7985 1.6906 -0.7395
H -3.2179 0.6690 -0.2287
```

The charge is -1. The value obtained for the LUMO energy is 3.3 eV. As for the HOMO-LUMO gap: 6.4343 eV. For the HOMO energy, the calculation gives -3.1 eV.

Charges in e, computed with Löwdin, in the same order as the atoms: C -0.218; C -0.251; C -0.792; O -0.369; O -0.374; P 0.629; S 0.270; H 0.043; H 0.026; H 0.041; H 0.051; H -0.126; H 0.023; H 0.025; H 0.023

---

Calculated values (kcal per mole) of energy above the lowest of the compared OMol25 structures with the same formula, charge and spin for the records, taken in order: 38.3, 54.2, 30.8, 9.5, 60.4, 105.1, 16.9, 90.9, 19.4, 27.8, 36.6, 30.0.